(1)
14
Properties=species:S:1:pos:R:3:lowdin_spin:R:1 method="wB97M-V/def2-TZVPD" homo_lumo_gap_ev="8.48 / 9.16" spin_multiplicity=3 de_lowest_kj_mol=0.0
C 3.166 0.269 -0.412 0.31
C 2.301 0.381 -1.288 0.07
C -2.150 -1.367 0.679 0.33
C -1.864 -0.098 0.994 0.03
C 1.330 0.672 -2.221 0.49
C -0.626 0.294 1.567 0.48
Br 0.729 -0.828 -3.304 0.08
Br -0.180 2.120 1.728 0.11
H 3.794 0.328 0.370 0.03
H -3.265 -1.495 0.528 0.02
H -1.455 -2.209 0.702 0.02
H -2.576 0.790 1.024 0.00
H 0.703 1.525 -2.208 0.02
H 0.094 -0.382 1.840 0.02

(2)
21
Properties=species:S:1:pos:R:3:lowdin_charge:R:1 method="wB97M-V/def2-TZVPD" homo_lumo_gap_ev=9.73 spin_multiplicity=1 de_lowest_kj_mol=340.0
C 1.583 -1.242 -0.954 -0.10
C 1.071 -0.965 0.441 -0.19
O 1.519 0.370 1.177 -0.23
C 2.046 1.423 0.433 -0.17
H 1.373 -2.282 -1.208 0.08
H 2.659 -1.101 -1.006 0.07
H 1.111 -0.600 -1.695 0.06
H 0.021 -1.255 0.538 0.08
H 1.563 -1.612 1.169 0.10
H 2.840 1.096 -0.261 0.08
H 1.258 1.891 -0.175 0.07
H 2.439 2.175 1.124 0.08
C -2.658 -0.196 0.793 -0.13
N -1.448 0.360 0.214 -0.24
N -1.525 0.750 -1.144 -0.01
H -2.463 -0.394 1.845 0.08
H -2.864 -1.149 0.301 0.07
H -3.535 0.457 0.678 0.07
H -1.066 1.114 0.782 0.11
H -1.530 -0.098 -1.706 0.07
H -2.392 1.257 -1.345 0.07

(3)
54
Properties=species:S:1:pos:R:3:lowdin_spin:R:1 method="wB97M-V/def2-TZVPD" homo_lumo_gap_ev="5.67 / 6.33" total_charge=-2 spin_multiplicity=6 de_lowest_kj_mol=0.0
Ru -0.783 -2.033 0.170 3.26
S 2.293 -2.167 -1.102 0.09
C 2.956 -0.630 -0.717 0.01
C 4.317 -0.425 -0.426 0.00
C 4.804 0.834 -0.138 0.00
C 3.965 1.946 -0.119 0.00
C 2.616 1.771 -0.394 0.01
C 2.122 0.509 -0.689 0.02
As 0.257 0.110 -0.969 0.10
C -0.027 0.116 -2.885 0.02
C -1.289 -0.245 -3.342 0.00
C -1.558 -0.255 -4.702 0.00
C -0.565 0.083 -5.609 0.00
C 0.703 0.419 -5.155 0.00
C 0.976 0.434 -3.796 0.00
C -0.570 1.801 -0.464 0.01
C -0.856 2.825 -1.359 0.00
C -1.430 4.008 -0.912 0.00
C -1.717 4.174 0.434 0.00
C -1.436 3.155 1.333 0.00
C -0.871 1.972 0.885 0.00
H 4.978 -1.283 -0.427 0.00
H 5.861 0.951 0.084 0.00
H 4.356 2.929 0.116 0.00
H 1.940 2.620 -0.367 0.00
H -2.059 -0.555 -2.642 0.00
H -2.540 -0.549 -5.051 0.00
H -0.778 0.066 -6.672 0.00
H 1.489 0.657 -5.863 0.00
H 1.972 0.673 -3.438 0.00
H -0.635 2.698 -2.413 0.00
H -1.655 4.798 -1.619 0.00
H -2.169 5.096 0.783 0.00
H -1.671 3.273 2.384 0.00
H -0.669 1.169 1.588 0.00
S -4.647 -2.587 -2.009 0.02
Sb -3.284 -3.263 -0.320 0.06
S -2.809 -1.236 0.904 0.51
S -1.171 -3.777 -1.297 0.46
S -3.768 -4.836 1.238 0.01
Cl 1.765 -0.534 2.649 0.01
C 0.419 -1.122 3.601 0.04
C 0.067 -0.408 4.730 0.00
C -1.017 -0.816 5.489 0.04
C -1.743 -1.935 5.093 0.00
C -1.389 -2.647 3.969 0.03
C -0.279 -2.279 3.171 0.04
C 0.053 -2.997 1.968 0.19
H 0.646 0.467 4.999 0.00
H -1.302 -0.254 6.371 0.00
H -2.609 -2.250 5.664 0.00
H -1.985 -3.491 3.644 0.00
H -0.384 -3.994 1.931 0.01
H 1.110 -2.987 1.698 0.02

(4)
158
Properties=species:S:1:pos:R:3:lowdin_charge:R:1 method="wB97M-V/def2-TZVPD" homo_lumo_gap_ev=10.70 spin_multiplicity=1
C 2.864 -5.848 -2.519 -0.11
O 1.559 -5.756 -2.003 -0.20
P 0.993 -4.392 -1.406 0.45
O -0.415 -4.385 -1.009 -0.23
O 1.997 -4.016 -0.202 -0.20
C 1.467 -4.010 1.127 -0.10
O 1.476 -3.308 -2.503 -0.21
C 0.594 -2.530 -3.304 -0.10
H 2.929 -5.326 -3.474 0.09
H 3.160 -6.889 -2.668 0.09
H 3.655 -5.495 -1.847 0.08
H 2.287 -4.400 1.736 0.08
H 0.566 -4.552 1.399 0.07
H 1.416 -2.978 1.472 0.07
H 0.969 -1.510 -3.228 0.07
H -0.445 -2.549 -2.971 0.08
H 0.623 -2.859 -4.343 0.09
C -3.475 -1.179 -3.581 -0.12
O -3.456 -0.789 -4.934 -0.21
P -2.054 -0.736 -5.737 0.40
O -0.979 -0.074 -5.000 -0.21
O -2.503 -0.079 -7.106 -0.22
C -1.703 0.604 -8.081 -0.06
O -1.753 -2.256 -6.147 -0.22
C -2.577 -3.116 -6.904 -0.10
H -2.642 -0.822 -2.967 0.07
H -3.453 -2.270 -3.512 0.10
H -4.352 -0.793 -3.063 0.07
H -0.641 0.438 -7.916 0.09
H -1.890 1.671 -7.973 0.09
H -2.042 0.262 -9.053 0.09
H -3.615 -2.787 -6.811 0.09
H -2.580 -4.134 -6.512 0.09
H -2.277 -3.191 -7.948 0.09
C 5.028 -2.067 0.830 -0.06
O 5.052 -3.461 0.560 -0.21
P 6.360 -4.329 0.738 0.35
O 6.913 -4.357 2.091 -0.22
O 7.318 -3.789 -0.435 -0.21
C 8.593 -4.430 -0.556 -0.10
O 5.920 -5.775 0.252 -0.21
C 4.845 -6.445 0.920 -0.08
H 5.003 -1.501 -0.100 0.08
H 5.916 -1.836 1.427 0.09
H 4.148 -1.805 1.419 0.07
H 8.600 -4.823 -1.576 0.09
H 8.864 -5.240 0.120 0.09
H 9.367 -3.664 -0.514 0.09
H 4.335 -5.795 1.631 0.08
H 5.320 -7.203 1.550 0.09
H 4.193 -6.938 0.206 0.08
C -5.224 2.400 1.196 -0.08
O -5.010 3.483 0.281 -0.22
P -3.961 3.207 -0.922 0.40
O -2.813 2.341 -0.670 -0.20
O -3.637 4.659 -1.454 -0.22
C -4.630 5.682 -1.491 -0.08
O -5.011 2.634 -2.016 -0.22
C -4.491 1.920 -3.143 -0.09
H -6.301 2.278 1.330 0.10
H -4.747 2.522 2.163 0.07
H -4.979 1.453 0.709 0.07
H -5.644 5.287 -1.531 0.09
H -4.478 6.315 -2.363 0.09
H -4.523 6.320 -0.614 0.09
H -3.448 2.130 -3.369 0.10
H -5.133 2.134 -3.997 0.10
H -4.645 0.858 -2.942 0.05
C -0.972 5.364 0.684 -0.08
O 0.135 6.182 0.298 -0.20
P 0.085 7.762 0.663 0.37
O -1.049 8.511 0.116 -0.23
O 0.280 7.814 2.243 -0.20
C -0.803 7.698 3.157 -0.11
O 1.471 8.242 0.121 -0.20
C 1.674 8.581 -1.247 -0.09
H -0.684 4.496 1.266 0.07
H -1.558 5.045 -0.176 0.08
H -1.651 5.986 1.277 0.07
H -1.027 6.665 3.431 0.08
H -1.703 8.080 2.670 0.08
H -0.567 8.251 4.062 0.09
H 0.783 9.110 -1.586 0.08
H 1.802 7.695 -1.869 0.09
H 2.556 9.197 -1.393 0.09
C -1.665 -3.678 1.185 -0.14
O -2.547 -4.072 2.204 -0.20
P -4.047 -3.575 2.371 0.40
O -4.844 -3.748 1.137 -0.24
O -4.571 -4.367 3.636 -0.19
C -5.735 -5.175 3.504 -0.11
O -3.812 -2.070 2.909 -0.22
C -3.995 -1.038 1.900 -0.08
H -2.194 -3.197 0.358 0.08
H -1.104 -4.527 0.795 0.06
H -0.906 -2.965 1.524 0.07
H -6.468 -4.984 2.725 0.08
H -6.305 -4.999 4.425 0.09
H -5.465 -6.230 3.563 0.09
H -3.479 -1.229 0.959 0.06
H -3.418 -0.229 2.353 0.08
H -5.036 -0.786 1.733 0.09
C -1.077 -1.058 -0.552 -0.05
C -0.199 0.018 -1.205 -0.21
O 1.056 0.213 -0.611 0.02
C 1.200 1.134 0.339 -0.52
C 2.565 1.012 1.001 0.04
O 0.401 1.975 0.651 0.11
H -0.616 -2.050 -0.548 0.05
H -1.967 -1.255 -1.157 0.07
H -1.423 -0.750 0.435 0.07
H -0.099 -0.281 -2.252 0.08
H -0.783 0.940 -1.277 0.10
H 2.796 0.043 1.439 0.05
H 2.594 1.780 1.770 0.09
H 3.286 1.210 0.205 0.09
C 4.064 -0.533 -3.088 -0.04
C 5.486 -1.026 -2.842 -0.24
O 6.122 -0.226 -1.872 -0.03
C 7.415 -0.320 -1.571 -0.55
C 7.737 0.395 -0.285 0.03
O 8.217 -0.922 -2.238 0.11
H 3.709 -0.316 -2.073 0.07
H 3.451 -1.301 -3.546 0.07
H 4.007 0.449 -3.554 0.08
H 5.552 -2.073 -2.523 0.12
H 6.036 -1.098 -3.788 0.12
H 8.607 1.047 -0.278 0.09
H 7.874 -0.382 0.468 0.09
H 6.893 1.046 -0.056 0.08
C -0.708 -2.739 5.046 -0.05
C -0.633 -1.376 4.387 -0.21
O 0.568 -0.685 4.693 0.01
C 1.728 -0.797 4.108 -0.56
C 2.798 0.077 4.727 0.03
O 2.021 -1.601 3.254 0.08
H -1.730 -3.104 4.949 0.07
H -0.409 -2.614 6.089 0.08
H -0.071 -3.510 4.614 0.08
H -0.711 -1.531 3.306 0.11
H -1.462 -0.729 4.664 0.12
H 2.548 1.134 4.624 0.09
H 3.736 -0.064 4.199 0.08
H 2.867 -0.222 5.771 0.09
C -4.418 6.372 3.991 -0.05
C -4.348 4.899 4.317 -0.21
O -3.122 4.355 3.789 -0.03
C -2.922 3.038 3.884 -0.57
C -1.736 2.625 3.038 0.03
O -3.624 2.277 4.496 0.10
H -5.406 6.794 4.158 0.08
H -4.183 6.503 2.931 0.07
H -3.643 6.943 4.500 0.07
H -4.390 4.629 5.376 0.13
H -5.144 4.272 3.903 0.12
H -0.851 3.234 3.175 0.09
H -2.103 2.653 2.008 0.07
H -1.539 1.579 3.267 0.07